# 1
A cluster of 2 separate species, CH4OS2 in total at a distorted geometry, computed with the ωB97M-V functional and the def2-TZVPD basis.

Computed properties:
- Strongest force on any atom: 0.1006 Eh/bohr
- Highest occupied orbital energy (alpha / beta): -7.9 / -7.9 eV
- Frontier orbital gap (alpha / beta): 7.2 / 7.2 eV
- ΔE to the lowest compared entry with this formula, charge and spin: 3.4550 eV

```
8
Properties=species:S:1:pos:R:3:forces:R:3
C 0.6271 0.6540 -0.3389 3.91 -1.47 0.86
O 1.3374 0.2672 0.6799 -3.10 1.78 -2.41
S -1.5507 -1.0204 -0.2162 0.52 -1.75 -4.84
S 2.6663 -0.7155 0.6737 1.02 -0.75 -0.25
H -0.1781 1.2563 -0.2083 -2.07 1.76 1.32
H 0.9237 0.6159 -1.3973 0.52 -0.91 0.58
H -2.3469 -0.0213 -0.1855 -1.26 1.50 -0.09
H -1.4787 -1.0361 0.9926 0.46 -0.16 4.83
```
Forces are in eV/Å.

Atom charges from the Mulliken analysis, given in e for atoms 1 to 5: number 1, C, carries -0.308; number 2, O, carries -0.220; number 3, S, carries -0.296; number 4, S, carries -0.319; number 5, H, carries 0.506

=====

# 2
The molecule CH4OS2 at a distorted geometry, computed with the ωB97M-V functional and the def2-TZVPD basis.

Computed properties:
- Strongest force on any atom: 0.0643 Eh/bohr
- Highest occupied orbital energy: -9.0 eV
- SMILES string: OCSS
- Frontier orbital gap: 9.4 eV
- ΔE to the lowest compared entry with this formula, charge and spin: 1.3618 eV

```
8
Properties=species:S:1:pos:R:3:forces:R:3
C -0.1033 0.5044 0.3806 0.04 1.58 -0.26
O -0.9997 1.0188 -0.6721 0.10 -1.71 1.68
S 1.3301 -2.4668 -0.1461 1.80 -0.27 -1.19
S 0.5545 -1.3531 1.2574 -2.20 2.47 0.00
H 0.8964 0.7740 0.0187 -0.16 0.09 0.68
H -0.7708 0.8173 -1.5879 0.51 -0.41 0.37
H -0.5123 1.0902 1.2898 1.11 -1.33 -1.29
H 2.6484 -1.9742 -0.1869 -1.19 -0.42 0.00
```
Forces are in eV/Å.

Atom charges from the Mulliken analysis, given in e for atoms 1 to 5: number 1, C, carries -0.293; number 2, O, carries -0.487; number 3, S, carries -0.177; number 4, S, carries -0.062; number 5, H, carries 0.290

=====

# 3
The molecule CH4P2S at a distorted geometry, computed with the ωB97M-V functional and the def2-TZVPD basis.

Computed properties:
- Strongest force on any atom: 0.0869 Eh/bohr
- Highest occupied orbital energy: -8.7 eV
- Frontier orbital gap: 7.4 eV
- ΔE to the lowest compared entry with this formula, charge and spin: 1.5607 eV

```
8
Properties=species:S:1:pos:R:3:forces:R:3
C -0.2849 -1.1502 -0.0056 3.79 0.09 -2.36
P -1.2072 1.7967 -0.0593 2.10 -0.60 0.41
P 0.5279 0.5196 0.0026 0.51 -0.90 -0.50
S 2.5210 0.0532 -0.1038 -2.41 1.52 0.31
H -1.2839 -0.9493 -0.2169 -1.85 -0.56 -0.22
H -0.0033 -1.5410 0.9326 -0.39 -0.58 1.31
H 0.3539 -1.8131 -0.7663 -1.87 1.53 1.32
H -0.6236 3.0840 0.2167 0.11 -0.50 -0.27
```
Forces are in eV/Å.

Atom charges from the Mulliken analysis, given in e for atoms 1 to 5: number 1, C, carries -0.984; number 2, P, carries -0.113; number 3, P, carries 0.409; number 4, S, carries -0.342; number 5, H, carries 0.383